12
Properties=species:S:1:pos:R:3:forces:R:3 method="wB97M-V/def2-TZVPD" homo_energy_ev=-9.248 smiles=C#CC#CCC energy_ev=-6315.587 lumo_energy_ev=0.99 fmax_ev_per_a=0.6 e_above_lowest_kcal_mol=83.3 gap_ev=10.2
C 3.800 -0.001 -0.001 -0.3658 -0.0707 -0.0722
C 2.656 -0.081 -0.374 0.4172 -0.0404 0.1773
C 1.304 -0.247 -0.595 -0.4345 -0.1870 0.2104
C 0.122 -0.483 -0.511 0.5474 0.0872 0.0783
C -1.278 -0.662 -0.135 -0.0197 -0.0339 -0.0193
C -1.913 0.700 0.161 -0.0893 0.0976 0.0159
H 4.780 0.021 0.417 -0.0312 0.0910 -0.2224
H -1.839 -1.214 -0.896 0.1075 0.1324 0.0294
H -1.280 -1.283 0.771 -0.0799 0.0625 -0.1526
H -2.958 0.591 0.463 0.1187 -0.0013 -0.0449
H -1.365 1.198 0.966 -0.1153 -0.0604 -0.1243
H -1.866 1.342 -0.724 -0.0552 -0.0770 0.1244